(1)
{
  "formula": "C5H8N",
  "method": "ωB97M-V/def2-TZVPD",
  "lumo_ev": -3.77,
  "orbital_gap_ev": 10.99,
  "homo_ha": -0.54207,
  "total_charge": 1,
  "largest_force_ev_per_a": 5.0,
  "species": ["N", "C", "C", "C", "C", "C", "H", "H", "H", "H", "H", "H", "H", "H"],
  "xyz": [[-1.422, 0.471, -0.471], [-0.045, 1.404, -0.292], [-1.488, -0.479, 0.714], [0.710, 0.274, -0.280], [-0.482, -0.666, -0.368], [2.070, -0.210, 0.008], [1.971, -1.230, -0.434], [-2.408, -1.150, 0.580], [2.850, 0.453, -0.287], [-1.472, -0.019, 1.764], [0.125, 2.369, 0.058], [2.285, -0.357, 1.134], [-0.540, -1.530, -1.046], [-2.155, 0.671, -1.080]],
  "mulliken_charge": [-0.0872, -0.5228, -0.3770, 0.5780, -0.0724, -1.0912, 0.3221, 0.2972, 0.3655, 0.2715, 0.3890, 0.2898, 0.3667, 0.2708]
}

(2)
{
  "formula": "C7H28O7",
  "method": "ωB97M-V/def2-TZVPD",
  "lumo_ev": 0.37,
  "orbital_gap_ev": 10.21,
  "homo_ha": -0.36177,
  "largest_force_ev_per_a": 1.7,
  "species": ["O", "O", "O", "O", "O", "O", "O", "C", "C", "C", "C", "C", "C", "C", "H", "H", "H", "H", "H", "H", "H", "H", "H", "H", "H", "H", "H", "H", "H", "H", "H", "H", "H", "H", "H", "H", "H", "H", "H", "H", "H", "H"],
  "xyz": [[-1.505, 3.272, 0.158], [-0.899, -2.925, 2.232], [-2.292, -3.904, -3.069], [0.550, 1.259, -2.479], [1.111, 0.484, 0.452], [2.242, -2.390, 2.362], [0.669, 5.065, -0.780], [1.479, 4.629, 0.296], [0.968, 2.467, -3.132], [-1.139, -3.263, -2.486], [-2.751, 2.861, 0.791], [2.533, -2.912, 1.075], [-1.136, -3.704, 3.394], [-0.056, -0.269, 0.198], [-2.138, -4.120, 3.329], [-2.669, 1.827, 1.117], [3.087, -2.196, 0.458], [3.041, -3.874, 1.138], [-3.019, 3.606, 1.537], [-0.468, -4.578, 3.374], [0.160, 2.837, -3.765], [0.120, -1.336, 0.350], [-0.964, -3.215, 4.354], [-1.301, -3.155, -1.416], [-0.859, 0.039, 0.888], [2.991, -2.467, 2.954], [-1.642, 2.956, -0.743], [-3.564, 2.948, 0.061], [0.015, -2.625, 2.256], [1.138, 3.163, -2.312], [1.220, 5.087, 1.260], [1.483, 0.256, 1.305], [-0.512, -0.076, -0.771], [0.927, 1.267, -1.593], [-2.717, -3.281, -3.657], [1.593, -3.036, 0.533], [-0.990, -2.328, -3.024], [1.428, 3.544, 0.381], [-0.268, -3.889, -2.680], [-0.182, 4.619, -0.682], [1.825, 2.355, -3.800], [2.491, 5.001, 0.135]],
  "mulliken_charge": [-0.4483, -0.4188, -0.5426, -0.4711, -0.6040, -0.5240, -0.5422, -0.3859, -0.3915, -0.3188, -0.6742, -0.4116, -0.6443, 0.0996, 0.2378, 0.2173, 0.2586, 0.3493, 0.2519, 0.2605, 0.2099, -0.3130, 0.2695, 0.1148, 0.1594, 0.2839, 0.2827, 0.3096, 0.2615, 0.0830, 0.2740, 0.2887, 0.3393, 0.3470, 0.3033, 0.0755, 0.2115, 0.0482, 0.2283, 0.4035, 0.2566, 0.2652]
}

(3)
{
  "formula": "C3H6BBrO2",
  "method": "ωB97M-V/def2-TZVPD",
  "lumo_ev": 0.39,
  "orbital_gap_ev": 9.63,
  "homo_ha": -0.33949,
  "largest_force_ev_per_a": 3.6,
  "species": ["Br", "O", "O", "C", "C", "C", "B", "H", "H", "H", "H", "H", "H"],
  "xyz": [[-2.764, 0.225, 0.789], [0.783, -1.447, -0.795], [-0.429, -2.174, 1.280], [1.004, 1.319, -0.703], [-0.797, 0.363, 0.555], [-0.319, 1.259, -0.484], [-0.021, -1.367, 0.285], [-0.940, 1.698, -1.238], [-0.012, -3.053, 1.319], [1.675, 1.002, 0.041], [-0.429, 0.746, 1.535], [0.755, -0.534, -1.066], [1.495, 1.962, -1.518]],
  "mulliken_charge": [-0.1858, -0.4756, -0.4656, -1.0931, -0.2304, -0.1190, 0.5602, 0.2737, 0.3100, 0.3474, 0.3495, 0.4759, 0.2528]
}

(4)
{
  "formula": "C10H16N2O5",
  "method": "ωB97M-V/def2-TZVPD",
  "lumo_ev": 0.53,
  "orbital_gap_ev": 9.99,
  "homo_ha": -0.34758,
  "largest_force_ev_per_a": 3.0,
  "species": ["O", "O", "O", "O", "O", "N", "N", "C", "C", "C", "C", "C", "C", "C", "C", "C", "C", "H", "H", "H", "H", "H", "H", "H", "H", "H", "H", "H", "H", "H", "H", "H", "H"],
  "xyz": [[-4.604, -1.836, -1.047], [3.144, -0.923, 1.220], [0.261, -1.734, 0.805], [3.393, -2.474, -0.322], [-4.566, 0.329, -0.793], [1.002, 0.144, -0.055], [-0.475, 1.503, 2.020], [2.888, -1.471, 0.041], [2.021, -0.613, -0.809], [1.059, 1.561, -0.455], [0.150, -0.521, 0.768], [-4.020, -0.706, -0.600], [-0.891, 0.207, 1.545], [-2.793, -0.905, 0.208], [2.797, 0.456, -1.555], [-2.153, 0.421, 0.675], [1.810, 1.591, -1.747], [1.530, -1.265, -1.528], [3.726, -1.609, 1.579], [2.217, 2.579, -1.934], [-1.230, -0.546, 2.317], [-1.206, 1.884, 2.620], [1.536, 2.079, 0.387], [1.172, 1.310, -2.595], [3.056, 0.152, -2.577], [3.720, 0.744, -1.018], [-3.986, -2.595, -0.937], [0.070, 2.076, -0.578], [0.234, 1.201, 2.747], [-2.949, -1.558, 1.073], [-2.108, -1.496, -0.455], [-1.951, 0.982, -0.236], [-2.852, 1.034, 1.236]],
  "mulliken_charge": [-0.5105, -0.4195, -0.6980, -0.5710, -0.5355, 0.3055, -0.5874, 0.0694, 0.2226, -0.5318, 0.1971, 0.6776, 0.1685, -0.6481, -0.7034, -0.8854, -0.7706, 0.3142, 0.3356, 0.3756, 0.2996, 0.3062, 0.2732, 0.3161, 0.3030, 0.3943, 0.3550, 0.3403, 0.3006, 0.3310, 0.3529, 0.1565, 0.4664]
}

(5)
{
  "formula": "C43H41GeInN8O4S",
  "method": "ωB97M-V/def2-TZVPD",
  "lumo_ev": -7.03,
  "orbital_gap_ev": 5.15,
  "homo_ha": -0.44754,
  "total_charge": 2,
  "largest_force_ev_per_a": 1.1,
  "species": ["In", "Ge", "S", "O", "O", "O", "O", "N", "N", "N", "N", "N", "N", "N", "N", "C", "C", "C", "C", "C", "C", "C", "C", "C", "C", "C", "C", "C", "C", "C", "C", "C", "C", "C", "C", "C", "C", "C", "C", "C", "C", "C", "C", "C", "C", "C", "C", "C", "C", "C", "C", "C", "C", "C", "C", "C", "C", "C", "H", "H", "H", "H", "H", "H", "H", "H", "H", "H", "H", "H", "H", "H", "H", "H", "H", "H", "H", "H", "H", "H", "H", "H", "H", "H", "H", "H", "H", "H", "H", "H", "H", "H", "H", "H", "H", "H", "H", "H", "H"],
  "xyz": [[0.308, -2.345, 0.921], [-0.609, 1.570, -2.770], [-7.004, -2.198, 0.106], [1.616, -4.251, 1.385], [-0.132, -3.753, 2.618], [-0.039, -0.720, -0.740], [-0.249, -2.876, -1.111], [2.111, -3.965, 4.478], [2.408, -1.853, 0.279], [4.346, -2.157, -0.934], [2.224, -0.085, 1.808], [-6.736, -0.732, 2.270], [1.218, -0.754, 2.403], [-0.422, -1.676, 4.763], [-1.921, -1.911, 1.322], [-4.085, -2.842, 0.984], [-2.767, 4.619, -5.736], [-0.093, 4.298, 0.422], [0.043, 3.588, -0.763], [-1.358, 0.475, 4.692], [-2.832, 3.083, -3.892], [-1.638, -0.114, -3.066], [4.921, -0.991, -0.435], [3.124, -2.522, -0.584], [-2.481, -0.769, 1.716], [-4.686, -1.652, 1.391], [4.688, 1.025, 0.876], [-0.752, 2.474, -1.025], [4.156, -0.187, 0.422], [-1.862, 2.819, 1.093], [1.218, 1.339, -3.450], [1.585, -5.065, 3.647], [-3.485, 3.953, -4.753], [3.598, 1.720, -3.343], [-3.852, -0.605, 1.784], [-6.163, -1.500, 1.334], [3.746, 1.223, -4.629], [-0.333, -1.666, -1.515], [2.872, -0.696, 0.847], [6.228, -0.644, -0.760], [2.633, 0.779, -5.331], [-1.344, -2.072, 5.646], [-1.707, 2.099, -0.086], [0.971, -4.363, 2.444], [-1.051, 3.916, 1.352], [1.377, 0.854, -4.749], [-1.461, 2.865, -4.013], [6.750, 0.532, -0.264], [-2.711, -2.938, 0.978], [-1.401, 4.418, -5.856], [-2.332, -1.221, 6.075], [5.969, 1.384, 0.524], [-0.748, 3.545, -4.993], [0.568, -0.017, 3.253], [-2.316, 0.091, 5.607], [-0.830, -1.413, -2.918], [-0.414, -0.444, 4.227], [2.343, 1.757, -2.750], [-7.733, -0.589, 2.238], [2.941, -3.577, 4.040], [0.809, -5.592, 4.198], [0.763, 3.920, -1.503], [4.457, 2.111, -2.814], [-4.259, 0.350, 2.090], [2.228, 2.143, -1.742], [-2.346, 1.247, -0.289], [-1.325, 1.485, 4.307], [2.707, -3.432, -0.999], [-1.421, -2.282, -3.205], [6.818, -1.289, -1.399], [-4.551, 4.112, -4.653], [2.349, -5.772, 3.327], [4.875, -2.706, -1.596], [-3.080, -1.563, 6.775], [-1.810, 0.048, 1.945], [4.073, 1.656, 1.503], [4.724, 1.203, -5.095], [-2.636, 2.544, 1.804], [6.377, 2.325, 0.867], [0.531, 5.162, 0.612], [0.321, 3.394, -5.092], [-0.836, 4.938, -6.619], [2.742, 0.406, -6.342], [-1.184, 4.490, 2.261], [-2.217, -3.854, 0.683], [-3.274, 5.296, -6.410], [-6.228, -0.364, 3.056], [-2.507, -0.142, -2.404], [-1.242, -3.082, 6.017], [0.352, -2.361, 4.587], [7.768, 0.808, -0.500], [0.052, -1.394, -3.566], [-3.041, 0.806, 5.973], [0.505, 0.556, -5.322], [2.407, -4.316, 5.382], [-2.015, -0.054, -4.086], [-4.694, -3.671, 0.656], [0.793, 1.047, 3.237], [-3.398, 2.566, -3.122]],
  "mulliken_charge": [2.5292, 0.9317, -0.2819, -0.7177, -0.7368, -0.4677, -0.9348, -0.5222, -0.1589, 0.1510, -1.0145, -0.3234, 0.4600, 0.1636, 0.4957, -0.8353, -0.5182, -0.9384, -0.4766, -0.6849, -0.4493, -1.2667, 0.2719, -0.5404, -0.8405, 0.9178, -0.1956, 0.2965, 0.6845, -0.3747, 0.3240, -0.9448, -0.7146, -0.7047, -1.1106, -0.0328, -0.6814, 0.9004, 0.3575, -1.0643, -0.8087, 0.0009, -0.2862, 0.8049, -0.7244, -0.3193, 0.3410, -0.5008, -0.9021, -0.6964, -0.9026, -0.9193, -0.3080, -0.6089, -0.4125, -0.9659, 0.7438, -0.3125, 0.2296, 0.1672, 0.3483, 0.5167, 0.4651, 0.5407, 0.3868, 0.4118, 0.4422, 0.5717, 0.5764, 0.4670, 0.4101, 0.4374, 0.3071, 0.4773, 1.0028, 0.5496, 0.4269, 0.4673, 0.4687, 0.4698, 0.3027, 0.4171, 0.4445, 0.4646, 0.5451, 0.3943, 0.1736, 0.6684, 0.4883, 0.1160, 0.4623, 0.2376, 0.5221, 0.4613, 0.2594, 0.4374, 0.4655, 0.4896, 0.3343]
}